The following is a DFT calculation (ωB97M-V with the def2-TZVPD basis set) of a cluster of 2 separate species, C9H16N3 in total.

Output
- ΔE to the lowest compared entry with this formula, charge and spin: 0.0 kcal per mole
- Expectation value of S²: 2.0074
- Orbital gap (spin up / spin down): 8.00 / 4.56 eV
- LUMO (spin up / spin down): -2.41 / -8.62 eV

Structure (ORCA input):
```
! wB97M-V def2-TZVPD RIJCOSX def2/J DEFGRID3
* xyz 1 3
C -0.928 -2.243 1.238
C -0.801 -1.147 2.106
C 0.302 -2.334 0.624
C 0.095 2.688 -0.493
C 0.204 1.659 -1.635
C -0.684 1.954 0.610
C -0.709 0.565 -1.231
C -1.057 -0.584 -2.076
C 2.459 -1.111 0.863
N 0.407 -0.614 2.012
N 1.068 -1.344 1.121
N -1.174 0.765 -0.051
H -1.778 -2.883 1.117
H -1.517 -0.743 2.796
H 1.072 3.011 -0.143
H -0.447 3.571 -0.825
H -0.065 2.069 -2.609
H 1.217 1.259 -1.738
H -0.059 1.645 1.456
H -1.523 2.534 0.999
H -1.292 -1.466 -1.481
H -0.260 -0.808 -2.779
H -1.946 -0.339 -2.661
H 3.032 -1.246 1.781
H 2.810 -1.821 0.118
H 2.622 -0.094 0.508
H 0.679 -3.028 -0.101
H -1.726 0.085 0.473
*
```

***

The following is a DFT calculation (ωB97M-V with the def2-TZVPD basis set) of a structure of composition C23H22GaIN5.

Output
- Orbital gap: 9.18 eV
- LUMO: -9.12 eV

Structure (ORCA input):
```
! wB97M-V def2-TZVPD RIJCOSX def2/J DEFGRID3
* xyz 3 1
Ga -0.203 -0.258 0.153
C 2.804 -0.385 0.144
N 1.731 -0.362 -0.862
C 1.732 -1.575 -1.690
C 0.373 -1.736 -2.317
C 0.176 -2.425 -3.498
C -1.111 -2.548 -4.001
C -2.164 -1.961 -3.308
C -1.898 -1.290 -2.137
N -0.649 -1.178 -1.648
C 1.776 0.861 -1.687
C 1.317 2.022 -0.845
C 1.805 3.305 -1.003
C 1.364 4.304 -0.147
C 0.474 3.980 0.872
C 0.027 2.681 0.970
N 0.414 1.724 0.106
C 2.316 -1.008 1.425
C 3.191 -1.635 2.293
C 2.730 -2.070 3.527
C 1.409 -1.818 3.877
C 0.585 -1.212 2.957
N 1.016 -0.842 1.735
H 3.690 -0.904 -0.224
H 3.097 0.642 0.374
H 2.512 -1.542 -2.455
H 1.929 -2.438 -1.047
H 1.024 -2.859 -4.011
H -1.295 -3.082 -4.924
H -3.180 -2.022 -3.672
H -2.686 -0.817 -1.567
H 2.778 1.046 -2.079
H 1.101 0.741 -2.539
H 2.534 3.517 -1.774
H 1.735 5.315 -0.253
H 0.140 4.722 1.583
H -0.641 2.378 1.765
H 4.226 -1.766 2.007
H 3.393 -2.589 4.208
H 1.027 -2.097 4.849
H -0.447 -1.000 3.198
I -2.087 -2.519 1.297
C -2.950 -0.600 1.217
C -4.218 -0.352 1.691
C -4.761 0.910 1.475
C -4.029 1.846 0.754
C -2.760 1.518 0.324
N -2.199 0.321 0.583
H -4.781 -1.123 2.198
H -5.751 1.148 1.843
H -4.438 2.819 0.522
H -2.179 2.217 -0.260
*
```

***

The following is a DFT calculation (ωB97M-V with the def2-TZVPD basis set) of the molecule C5H10O.

Output
- SMILES: OC1CCCC1
- ΔE to the lowest compared entry with this formula, charge and spin: 34.3 kcal per mole
- Orbital gap: 11.06 eV
- LUMO: 0.96 eV

Structure (ORCA input):
```
! wB97M-V def2-TZVPD RIJCOSX def2/J DEFGRID3
* xyz 0 1
O 1.081 -0.410 -1.760
C 0.235 0.479 -1.037
C 0.829 0.896 0.350
C 0.348 -0.251 1.297
C -1.010 -0.676 0.789
C -1.068 -0.313 -0.740
H 1.905 0.045 -1.972
H 0.046 1.373 -1.667
H 1.924 0.977 0.248
H 0.455 1.893 0.607
H 0.067 -0.394 2.379
H 1.082 -1.055 1.210
H -1.029 -1.611 1.417
H -1.820 -0.136 1.284
H -1.112 -1.149 -1.438
H -1.932 0.335 -0.965
*
```

***

The following is a DFT calculation (ωB97M-V with the def2-TZVPD basis set) of the molecule C5H10O2.

Output
- SMILES: OC[C@H]1CCCO1
- ΔE to the lowest compared entry with this formula, charge and spin: 54.9 kcal per mole
- Orbital gap: 10.59 eV
- LUMO: 0.94 eV

Structure (ORCA input):
```
! wB97M-V def2-TZVPD RIJCOSX def2/J DEFGRID3
* xyz 0 1
O 1.313 0.087 1.359
C 1.621 -0.590 0.161
C 0.411 -0.741 -0.796
C -0.839 -0.944 0.058
C -1.150 0.632 0.470
C -0.385 1.388 -0.651
O 0.100 0.413 -1.559
H 0.342 0.135 1.390
H 1.987 -1.601 0.406
H 2.410 -0.047 -0.369
H 0.692 -1.516 -1.520
H -0.680 -1.770 0.777
H -1.719 -1.218 -0.528
H -0.919 1.181 1.415
H -2.228 0.729 0.420
H 0.475 1.942 -0.245
H -1.011 2.097 -1.200
*
```

***

The following is a DFT calculation (ωB97M-V with the def2-TZVPD basis set) of a cluster of 2 separate species, H6N2Si in total.

Output
- ΔE to the lowest compared entry with this formula, charge and spin: 77.6 kcal per mole
- Orbital gap (spin up / spin down): 8.80 / 7.19 eV
- LUMO (spin up / spin down): -0.67 / -0.69 eV

Structure (ORCA input):
```
! wB97M-V def2-TZVPD RIJCOSX def2/J DEFGRID3
* xyz 0 1
N 1.831 -0.298 -0.098
N 0.557 0.325 -0.264
Si -0.991 -0.359 -0.054
H 1.897 -1.102 -0.715
H 1.960 -0.618 0.860
H 0.657 1.332 -0.254
H -1.664 -0.490 1.228
H -1.114 -1.551 -0.891
H -1.871 2.220 -0.597
*
```

***

The following is a DFT calculation (ωB97M-V with the def2-TZVPD basis set) of a structure of composition C19H30B2F4N8O8SY.

Output
- ΔE to the lowest compared entry with this formula, charge and spin: 38.0 kcal per mole
- Orbital gap: 7.80 eV
- LUMO: -3.89 eV

Structure (ORCA input):
```
! wB97M-V def2-TZVPD RIJCOSX def2/J DEFGRID3
* xyz 1 1
Y 0.103 -0.197 -0.425
C 3.849 2.957 -0.385
C 2.633 2.173 -0.031
N 1.937 1.462 -0.877
O 2.414 1.467 -2.142
B 1.373 0.931 -3.049
F 1.024 -0.391 -2.473
F 1.981 0.914 -4.256
O 0.179 1.772 -3.043
N -0.695 1.621 -2.038
C -1.748 2.340 -2.118
C -2.107 3.329 -3.178
C -2.706 2.073 -0.977
N -1.755 1.716 0.247
O -1.739 2.586 1.039
B -0.194 2.465 3.245
F 0.028 3.742 2.879
F -0.836 2.223 4.357
O 0.313 1.322 2.623
N 0.910 1.453 1.366
C 2.054 2.039 1.389
C 2.843 2.529 2.600
C -3.585 3.253 -0.666
H 4.278 2.549 -1.305
H 3.522 3.985 -0.617
H 4.689 2.944 0.299
H -1.327 3.275 -3.926
H -3.056 3.213 -3.575
H -2.100 4.355 -2.669
H 2.343 2.298 3.530
H 3.845 2.056 2.639
H 2.916 3.615 2.527
H -4.470 3.198 -1.336
H -3.999 3.122 0.302
H -2.975 4.144 -0.760
C 1.273 -1.490 2.671
C 2.549 -1.616 1.777
N 2.389 -1.097 0.360
C 2.747 -2.064 -0.599
C 1.712 -3.069 -0.872
C 1.981 -4.389 -1.229
C 0.915 -5.195 -1.616
C -0.353 -4.672 -1.614
C -0.555 -3.364 -1.217
C -1.880 -2.694 -1.048
N -1.906 -1.695 0.035
C -2.041 -2.284 1.408
C -1.218 -1.530 2.439
N 0.140 -1.481 1.788
N 0.460 -2.583 -0.905
H 1.266 -0.610 3.297
H 1.218 -2.388 3.253
H 2.822 -2.609 1.664
H 3.399 -1.076 2.196
H 2.963 -0.234 0.280
H 3.756 -2.598 -0.460
H 2.863 -1.553 -1.545
H 2.903 -4.760 -0.983
H 1.042 -6.289 -1.745
H -1.203 -5.308 -1.925
H -2.757 -3.383 -1.005
H -2.151 -2.175 -1.964
H -2.834 -1.313 -0.093
H -1.600 -3.274 1.316
H -3.110 -2.328 1.708
H -1.253 -2.083 3.379
H -1.566 -0.493 2.590
H 0.108 -2.328 1.236
O -5.561 1.143 -0.658
S -4.526 0.284 -0.283
O -3.280 0.818 -1.245
O -4.094 0.359 1.067
O -4.556 -1.113 -0.657
*
```

***

Number 1: maximum force 10.9 eV Å⁻¹. Number 2: maximum force 0.9 eV Å⁻¹. Number 3: maximum force 2.4 eV Å⁻¹. Number 4: maximum force 1.2 eV Å⁻¹. Number 5: maximum force 2.3 eV Å⁻¹. Number 6: maximum force 3.4 eV Å⁻¹.